i) {
  "formula": "C3H5ClN2",
  "method": "ωB97M-V with the def2-TZVPD basis set",
  "symbols": ["N", "N", "Cl", "C", "H", "C", "H", "C", "H", "H", "H"],
  "xyz": [[0.398, -0.690, -1.879], [-0.235, -1.000, 0.729], [1.154, -3.105, -2.019], [0.144, 0.341, 0.228], [0.139, 1.398, -1.692], [0.110, -1.858, -1.889], [1.092, 0.694, 0.623], [0.244, 0.415, -1.263], [-0.747, -1.550, -0.091], [-0.594, 1.000, 0.595], [0.601, -1.459, 0.729]],
  "mulliken_charge": [-0.12, -0.71, -0.09, -0.35, 0.39, -0.18, 0.28, -0.17, 0.35, 0.29, 0.30],
  "e_lumo_ev": 0.3,
  "gap_ev": 8.42,
  "homo_energy_ev": -8.1,
  "mol_weight_g_mol": 104.54
}

ii) {
  "formula": "C3H5ClN2",
  "method": "ωB97M-V with the def2-TZVPD basis set",
  "symbols": ["Cl", "H", "C", "H", "N", "C", "C", "H", "H", "H", "N"],
  "xyz": [[1.870, -1.695, -0.171], [-0.241, 0.464, 1.672], [1.050, -0.119, 0.075], [0.223, 0.921, -1.805], [2.795, 2.101, -0.023], [2.155, 1.179, 0.065], [-0.028, 0.153, -1.053], [-0.494, -0.704, -1.546], [-0.774, 0.591, -0.380], [0.280, -1.071, 1.697], [0.500, -0.192, 1.420]],
  "mulliken_charge": [-0.19, 0.23, 0.84, 0.32, -0.36, 0.08, -1.07, 0.32, 0.26, 0.17, -0.60],
  "e_lumo_ev": 0.7,
  "smiles": "C[C@@](N)(Cl)C#N",
  "gap_ev": 11.25,
  "homo_energy_ev": -10.5,
  "mol_weight_g_mol": 104.54
}

We find ii) to be the most stable, with the next structure 0.0715 hartree higher.

i) {
  "formula": "C3H4Cl2O",
  "method": "ωB97M-V with the def2-TZVPD basis set",
  "symbols": ["C", "O", "C", "C", "Cl", "H", "H", "Cl", "H", "H"],
  "xyz": [[0.568, -0.325, 0.646], [0.531, 0.435, -1.527], [0.236, 0.803, -0.205], [-0.921, -0.046, 0.434], [1.229, -1.585, -0.290], [0.928, 0.053, 1.576], [-1.391, 0.484, 1.288], [-1.945, -1.092, -0.496], [0.351, 1.807, 0.125], [0.412, -0.534, -1.552]],
  "mulliken_charge": [-0.16, -0.51, -0.13, -0.10, -0.21, 0.34, 0.33, -0.16, 0.34, 0.26],
  "e_lumo_ev": 0.7,
  "smiles": "O[C@H]1[C@@H](Cl)[C@H]1Cl",
  "gap_ev": 10.26,
  "homo_energy_ev": -9.5,
  "mol_weight_g_mol": 126.97
}

ii) {
  "formula": "C3H4Cl2O",
  "method": "ωB97M-V with the def2-TZVPD basis set",
  "symbols": ["C", "Cl", "C", "H", "H", "H", "H", "C", "O", "Cl"],
  "xyz": [[-0.372, -1.301, 0.630], [-0.938, -2.474, -0.519], [2.001, -0.274, -0.960], [-1.810, 0.204, 0.266], [2.683, -0.855, -1.504], [-0.617, 0.633, 1.550], [-0.212, 0.593, -0.174], [-0.804, 0.199, 0.542], [1.639, 0.832, -1.266], [0.323, -2.175, 1.960]],
  "mulliken_charge": [0.25, -0.17, 0.02, 0.33, 0.30, 0.28, 0.19, -0.67, -0.36, -0.17],
  "e_lumo_ev": [0.1, -0.2],
  "gap_ev": [8.94, 7.70],
  "homo_energy_ev": [-8.8, -7.9],
  "mol_weight_g_mol": 126.97
}

We find i) to be the most stable, with the next structure 0.0661 hartree higher.

i) {
  "formula": "C2H8N2S2",
  "method": "ωB97M-V with the def2-TZVPD basis set",
  "symbols": ["H", "N", "C", "H", "S", "H", "H", "H", "N", "C", "S", "H", "H", "H"],
  "xyz": [[-1.036, 4.044, 0.370], [-0.178, 3.599, 0.677], [-1.251, -3.314, -0.474], [-1.115, -2.378, 0.053], [-0.525, -4.691, -3.107], [-1.274, -4.086, 0.273], [-0.721, -5.899, -2.557], [0.663, 5.156, 1.873], [2.043, 3.789, 1.238], [0.728, 4.235, 1.279], [0.205, -3.672, -1.497], [2.475, 3.796, 2.148], [2.164, 2.934, 0.717], [-2.177, -3.511, -0.993]],
  "mulliken_charge": [0.23, -0.62, -0.77, 0.28, -0.22, 0.30, 0.15, 0.31, -0.49, 0.07, -0.04, 0.22, 0.26, 0.30],
  "e_lumo_ev": 0.7,
  "smiles": "[H]/N=C/N.CSS",
  "gap_ev": 9.57,
  "homo_energy_ev": -8.9,
  "mol_weight_g_mol": 124.23
}

ii) {
  "formula": "C2H8N2S2",
  "method": "ωB97M-V with the def2-TZVPD basis set",
  "symbols": ["N", "S", "H", "H", "C", "H", "S", "N", "H", "H", "H", "H", "H", "C"],
  "xyz": [[-0.399, -1.516, 1.769], [1.457, 2.610, -0.556], [-0.410, 3.025, -2.376], [1.096, 0.217, -0.293], [-1.357, -1.519, 0.726], [-1.020, -1.811, -0.286], [-0.512, 2.546, -1.126], [-2.505, -1.059, 0.900], [0.334, -0.843, 1.609], [1.908, 0.603, -1.768], [-0.073, -2.400, 2.123], [2.801, 0.587, -0.217], [-3.196, -1.302, 0.200], [1.877, 0.862, -0.705]],
  "mulliken_charge": [-0.57, -0.05, 0.16, -0.19, 0.10, 0.33, -0.20, -0.56, 0.23, 0.32, 0.23, 0.30, 0.27, -0.37],
  "e_lumo_ev": 0.5,
  "smiles": "[H]/N=C/N.CSS",
  "gap_ev": 9.64,
  "homo_energy_ev": -9.1,
  "mol_weight_g_mol": 124.23
}

We find i) to be the most stable, with the next structure 0.0157 hartree higher.

i) {
  "formula": "C21H35GeN3O4Se4SiTe2W",
  "method": "ωB97M-V with the def2-TZVPD basis set",
  "symbols": ["C", "H", "Te", "H", "H", "C", "H", "H", "H", "H", "O", "H", "Ge", "H", "H", "Se", "H", "O", "H", "H", "H", "C", "C", "Se", "C", "C", "O", "H", "H", "O", "H", "C", "H", "W", "C", "H", "H", "H", "C", "C", "C", "H", "C", "H", "C", "H", "C", "H", "C", "Te", "H", "H", "Si", "H", "N", "H", "Se", "C", "H", "C", "H", "N", "Se", "C", "H", "N", "C", "H", "H", "C", "C", "H"],
  "xyz": [[0.882, 6.306, 2.631], [-1.233, 5.399, 0.961], [4.150, -0.461, -0.027], [-0.793, 0.038, -6.774], [-2.883, 0.579, 3.851], [4.740, 4.407, 1.251], [-3.823, -2.175, 2.338], [5.144, 2.630, 0.097], [0.352, 5.047, 0.339], [-1.504, -1.336, -5.921], [-1.034, -0.417, 6.061], [0.887, 4.155, 2.749], [0.515, 2.274, -0.192], [4.304, 3.866, 2.092], [3.262, 2.753, -1.440], [-1.514, -2.348, 0.474], [-1.029, 2.815, 1.828], [-3.040, 0.940, 2.162], [2.224, -1.672, -4.485], [0.987, -2.239, -3.371], [-6.246, -1.803, 2.019], [0.190, 4.958, 2.491], [0.729, -0.639, 3.790], [2.235, 0.129, -1.436], [-0.380, 4.728, 1.092], [3.233, 3.389, -0.550], [-1.727, 0.593, 0.374], [0.859, 1.916, -5.547], [4.200, 5.353, 1.155], [-2.678, 0.372, 4.799], [-0.625, 4.877, 3.216], [2.289, 2.803, 0.501], [1.725, 6.382, 1.939], [-0.099, -0.382, -0.470], [1.170, 1.371, -4.652], [-5.776, -1.180, -2.009], [2.101, 3.569, 1.254], [-1.751, 3.226, 0.286], [-1.996, 0.605, 1.639], [-3.378, -1.893, 0.248], [-0.556, -0.127, 3.786], [5.774, 4.640, 1.506], [4.660, 3.604, -0.043], [-3.339, -1.558, -1.881], [-5.573, -1.752, 1.170], [5.233, 4.119, -0.819], [-1.439, -0.065, 4.985], [2.242, 1.184, -4.724], [-1.155, -0.309, -5.802], [3.671, -3.068, -0.509], [1.001, 2.018, -3.791], [1.315, -1.024, 4.608], [0.192, -0.213, -4.526], [2.751, 1.967, 1.037], [-6.128, -1.474, -0.006], [2.823, 4.347, -0.888], [-1.091, -0.006, -2.550], [-0.786, 0.233, 2.456], [0.412, 2.861, -1.621], [-5.312, -1.408, -1.056], [1.263, 6.461, 3.641], [1.193, -0.568, 2.537], [1.236, -2.572, -0.359], [-4.214, -1.964, 1.352], [0.196, 7.124, 2.402], [0.285, -0.026, 1.714], [-3.943, -1.614, -0.985], [-2.006, 0.314, -5.526], [0.798, -2.526, -5.100], [-0.827, 3.276, 0.861], [1.148, -1.805, -4.359], [2.093, -0.845, 2.168]],
  "mulliken_charge": [-1.47, 0.53, -0.17, 0.37, 0.37, -1.13, 0.42, 0.03, 0.25, 0.34, -0.61, 0.23, 1.77, 0.27, 0.17, -0.03, 0.16, -0.85, 0.33, 0.11, 0.37, -0.14, -0.77, -0.33, -0.98, -0.37, -0.57, 0.40, 0.22, -0.58, 0.48, -0.31, 0.25, -0.36, -0.85, 0.37, -0.05, 0.40, 0.94, 0.40, 0.18, 0.40, -0.39, 0.47, -0.39, 0.43, 0.48, 0.33, -1.27, -0.15, 0.18, 0.56, 0.55, 0.29, -0.62, 0.32, -0.06, -0.25, -0.44, -0.54, 0.38, -0.03, -0.05, -0.39, 0.37, 1.00, -0.22, 0.34, 0.39, -0.65, -0.79, -0.05],
  "e_lumo_ev": [-2.5, -2.5],
  "gap_ev": [5.21, 5.21],
  "homo_energy_ev": [-7.7, -7.7],
  "mol_weight_g_mol": 1249.10
}

ii) {
  "formula": "C21H35GeN3O4Se4SiTe2W",
  "method": "ωB97M-V with the def2-TZVPD basis set",
  "symbols": ["H", "O", "H", "H", "C", "Se", "H", "Se", "H", "H", "C", "H", "C", "H", "H", "H", "H", "C", "N", "H", "Te", "H", "H", "H", "H", "H", "C", "Se", "H", "W", "C", "C", "H", "H", "C", "H", "H", "O", "C", "C", "C", "C", "H", "N", "C", "C", "C", "H", "H", "Te", "H", "H", "O", "H", "H", "H", "C", "H", "H", "C", "C", "C", "Se", "C", "O", "H", "C", "H", "H", "Si", "Ge", "N"],
  "xyz": [[-5.816, 1.055, -3.821], [-5.688, 0.289, 0.828], [2.171, -4.534, -2.171], [-4.036, 0.275, -2.293], [5.473, 0.413, -2.269], [-1.534, 1.756, -1.195], [5.818, 1.421, -2.508], [-1.704, -2.354, -1.409], [2.066, 1.271, -0.063], [2.860, 0.753, -2.973], [1.815, 1.251, -1.127], [0.475, 1.317, 4.467], [-5.435, 2.308, 3.462], [5.237, -0.086, -3.212], [-0.931, 1.786, 2.853], [3.301, -1.994, 2.279], [0.891, -2.867, 4.072], [-4.113, 1.924, 2.884], [-2.417, 1.122, 1.654], [2.910, -1.699, -3.015], [-4.120, -3.062, -1.567], [3.787, -3.617, -0.529], [0.225, -0.193, -3.007], [-0.090, -1.636, 4.865], [4.060, -0.989, 3.525], [4.783, -2.961, -1.828], [3.082, 1.193, -1.994], [0.247, -0.690, 1.555], [2.406, -1.741, -0.569], [-1.709, -0.464, 0.141], [-4.100, 3.796, -3.694], [-3.732, 1.213, 1.732], [1.537, -2.000, 5.476], [2.187, 1.324, 4.879], [3.301, -1.004, 2.738], [-2.294, 4.193, -2.603], [-4.153, 4.794, -4.114], [-5.480, 3.036, 4.420], [-4.022, 1.286, -2.674], [-4.486, 0.434, 0.727], [-3.018, 2.177, -2.323], [4.094, -3.768, -1.565], [6.304, -0.124, -1.808], [-5.073, 2.957, -4.041], [-5.018, 1.730, -3.532], [1.617, -1.940, -1.296], [-3.057, 3.464, -2.844], [-2.723, 2.813, 4.381], [1.266, 2.168, -1.340], [-4.593, -3.349, 1.122], [1.685, 1.858, 3.274], [3.411, 2.215, -2.206], [-6.517, 1.811, 2.889], [3.225, -4.100, -3.503], [3.963, -0.572, -1.105], [3.583, -0.276, 1.975], [1.477, 1.140, 4.070], [-6.300, 1.222, 2.120], [4.649, -4.705, -1.609], [2.196, -2.432, -2.621], [-2.914, 2.253, 3.481], [4.253, 0.450, -1.358], [-2.564, -2.130, 2.014], [2.896, -3.786, -2.509], [-3.725, -0.091, -0.193], [4.510, 0.943, -0.414], [0.928, -1.899, 4.574], [0.996, -2.721, -0.849], [1.395, -2.500, -3.363], [1.626, -0.609, 3.436], [0.585, -0.250, -1.507], [-1.930, 1.733, 2.730]],
  "mulliken_charge": [0.38, -0.88, 0.32, 0.26, -1.69, -0.12, 0.44, -0.19, 0.12, 0.26, -0.26, 0.28, 0.43, 0.33, 0.13, 0.23, 0.32, 0.27, 0.72, 0.15, -0.26, 0.15, -0.14, 0.30, 0.43, 0.18, -0.94, 0.41, -0.15, -0.69, -0.39, -0.45, 0.38, 0.43, -0.67, 0.38, 0.35, -0.59, -0.03, 0.89, 0.59, -0.90, 0.39, -0.59, -0.51, -0.50, -0.60, 0.53, 0.40, -0.12, 0.36, 0.49, -0.55, 0.39, -0.27, 0.07, -1.16, 0.44, 0.41, -0.40, -0.52, 0.52, -0.05, -0.78, 0.08, 0.41, -1.04, 0.87, 0.38, 0.50, 0.29, -0.21],
  "e_lumo_ev": [-2.4, -2.4],
  "gap_ev": [4.69, 4.69],
  "homo_energy_ev": [-7.1, -7.1],
  "mol_weight_g_mol": 1249.10
}

We find i) to be the most stable, with the next structure 0.0035 hartree higher.

i) {
  "formula": "C4H4FNOS",
  "method": "ωB97M-V with the def2-TZVPD basis set",
  "symbols": ["C", "H", "F", "C", "N", "O", "H", "C", "C", "H", "S", "H"],
  "xyz": [[0.146, -0.583, -0.544], [1.596, -2.371, -0.527], [0.301, 2.888, -0.442], [-0.489, 1.016, 0.840], [-0.375, -0.300, 0.716], [-0.554, -1.187, 1.767], [-1.234, -1.882, 1.325], [-0.045, 1.561, -0.309], [0.323, 0.657, -1.224], [0.903, 0.813, -2.130], [0.354, -2.184, -1.148], [-0.925, 1.572, 1.678]],
  "mulliken_charge": [-0.15, 0.16, -0.31, -0.58, 0.36, -0.41, 0.38, 0.48, -0.44, 0.40, -0.31, 0.40],
  "e_lumo_ev": 0.4,
  "smiles": "On1cc(F)cc1S",
  "gap_ev": 8.95,
  "homo_energy_ev": -8.5,
  "mol_weight_g_mol": 133.15
}

ii) {
  "formula": "C4H4FNOS",
  "method": "ωB97M-V with the def2-TZVPD basis set",
  "symbols": ["C", "S", "H", "N", "H", "C", "H", "F", "C", "O", "H", "C"],
  "xyz": [[0.066, 1.428, 0.013], [2.689, 0.538, 0.369], [-1.481, -1.056, 0.787], [0.380, -0.768, 0.236], [1.852, -1.842, -0.067], [-1.018, -0.542, 0.067], [0.188, 2.555, -0.127], [-2.291, 1.424, -0.325], [-1.089, 0.902, -0.103], [0.939, -1.958, -0.091], [-1.300, -1.146, -0.858], [1.065, 0.466, 0.099]],
  "mulliken_charge": [-0.29, -0.41, 0.33, 0.13, 0.29, -0.63, 0.35, -0.27, 0.57, -0.34, 0.30, -0.03],
  "e_lumo_ev": -0.2,
  "smiles": "ON1CC(F)=CC1=S",
  "gap_ev": 8.43,
  "homo_energy_ev": -8.6,
  "mol_weight_g_mol": 133.15
}

We find i) to be the most stable, with the next structure 0.0066 hartree higher.

i) {
  "formula": "C2H3ClN2O",
  "method": "ωB97M-V with the def2-TZVPD basis set",
  "symbols": ["Cl", "N", "H", "O", "N", "H", "C", "H", "C"],
  "xyz": [[2.483, -2.116, -0.201], [1.343, 0.248, 0.539], [-2.161, 0.704, -0.401], [-4.181, -1.759, 0.767], [-3.585, -0.860, 0.296], [0.833, -0.632, -1.206], [1.338, -0.732, -0.256], [1.687, 0.101, 1.432], [-2.768, -0.202, -0.211]],
  "mulliken_charge": [-0.18, -0.43, 0.32, -0.58, 0.48, 0.32, 0.03, 0.26, -0.22],
  "e_lumo_ev": 0.5,
  "smiles": "C#[N+][O-].[H]/N=C\\Cl",
  "gap_ev": 10.65,
  "homo_energy_ev": -10.1,
  "mol_weight_g_mol": 106.51
}

ii) {
  "formula": "C2H3ClN2O",
  "method": "ωB97M-V with the def2-TZVPD basis set",
  "symbols": ["N", "H", "O", "H", "Cl", "C", "H", "N", "C"],
  "xyz": [[-0.314, -1.660, 2.335], [-1.585, -0.424, 1.106], [-0.887, 0.878, -1.039], [1.152, 1.488, -0.218], [2.614, -0.449, -0.540], [-0.827, -0.913, 1.671], [-1.575, 0.648, -1.568], [0.193, -0.009, -1.186], [1.229, 0.441, -0.562]],
  "mulliken_charge": [-0.35, 0.25, -0.36, 0.38, -0.11, 0.10, 0.33, -0.28, 0.03],
  "e_lumo_ev": 0.7,
  "smiles": "O/N=C/Cl.C#N",
  "gap_ev": 10.78,
  "homo_energy_ev": -10.1,
  "mol_weight_g_mol": 106.51
}

We find ii) to be the most stable, with the next structure 0.0309 hartree higher.

i) {
  "formula": "C2H5N2O2",
  "method": "ωB97M-V with the def2-TZVPD basis set",
  "symbols": ["N", "C", "H", "H", "H", "O", "H", "N", "H", "O", "C"],
  "xyz": [[1.161, 0.647, 0.365], [0.841, -0.075, -0.757], [-1.566, 0.011, 0.784], [2.121, 1.064, 0.481], [-1.277, 0.587, 2.545], [0.394, 0.708, 1.429], [1.604, 0.169, -1.478], [-0.386, -0.517, -0.875], [-1.483, -1.752, -2.046], [-0.627, -1.211, -1.958], [-0.781, 0.370, 1.507]],
  "mulliken_charge": [-0.08, 0.00, 0.36, 0.32, 0.27, -0.03, 0.37, -0.23, 0.37, -0.40, 0.05],
  "e_lumo_ev": [-5.6, -5.6],
  "gap_ev": [8.22, 8.22],
  "homo_energy_ev": [-13.8, -13.8],
  "mol_weight_g_mol": 89.07,
  "charge": 1
}

ii) {
  "formula": "C2H5N2O2",
  "method": "ωB97M-V with the def2-TZVPD basis set",
  "symbols": ["H", "O", "H", "C", "H", "N", "O", "N", "H", "H", "C"],
  "xyz": [[-2.693, -0.949, -0.202], [0.136, 0.907, -0.501], [-2.615, 0.618, -0.176], [-0.835, -0.114, -0.794], [3.027, 0.942, 0.004], [2.306, 0.268, 0.148], [0.573, -1.130, -0.060], [-1.987, -0.163, 0.069], [-1.828, -0.017, 1.056], [2.873, -0.412, 0.614], [1.045, 0.050, -0.157]],
  "mulliken_charge": [0.44, -0.18, 0.41, -0.37, 0.24, -0.34, -0.39, -0.24, 0.34, 0.27, 0.83],
  "e_lumo_ev": -4.0,
  "gap_ev": 9.73,
  "homo_energy_ev": -13.8,
  "mol_weight_g_mol": 89.07,
  "charge": 1
}

We find ii) to be the most stable, with the next structure 0.1021 hartree higher.